[1]
ORCA calculation (wB97M-V/def2-TZVPD) on a structure of composition C11H17NO4S in a non-equilibrium geometry.

Computed properties:
- energy above the lowest of the compared OMol25 structures with the same formula, charge and spin (kcal/mol) = 272.6
- energy (eV) = -32185.9757
- molecular weight (g/mol) = 259.3
- orbital gap (eV) = 9.0
- E_HOMO (eV) = -8.36

Geometry (Å):
C -2.013941 -2.065740 -1.420073
H -1.691338 -1.098667 -1.949209
O -1.789408 -1.957289 -0.122302
C -2.918052 -1.392748 0.547270
C -2.947506 -0.015067 0.179893
N -1.737360 0.621234 0.756563
S -0.876911 1.433457 -0.247639
O -1.311039 1.240906 -1.839004
O -0.793839 2.976643 -0.145090
C 0.877842 0.819355 -0.207939
C 1.875027 1.902003 -0.214835
C 3.106429 1.279113 -0.203356
C 3.403718 -0.372110 -0.047166
C 2.279157 -0.936796 0.140051
C 0.980103 -0.516490 -0.158736
H 0.048098 -1.165961 0.131743
H 2.449464 -2.245245 0.290656
O 4.541554 -0.863681 0.285579
C 5.859453 0.072239 0.106104
H 5.750319 0.740515 1.103969
H 5.818881 0.479953 -0.877308
H 6.456274 -0.645753 0.448508
H 4.050881 1.965088 -0.074398
H 1.710199 2.812104 -0.183722
H -1.647891 1.298436 1.377068
C -4.035351 0.863281 1.065812
H -4.033724 0.463185 2.142705
H -4.045226 2.075990 0.875460
H -5.154674 0.428879 0.832773
H -3.038684 0.309934 -0.669613
H -3.945199 -1.652814 0.233007
H -2.834614 -1.587850 1.508273
H -3.037314 -2.346912 -1.786737
H -1.355323 -2.919208 -1.878293

Cartesian forces, eV/Å:
1.4 -0.8 -6.4
-0.6 -1.3 0.3
-1.4 -1.1 3.8
-0.8 -0.5 -4.8
-0.9 3.3 13.0
0.9 -3.5 -3.5
3.8 5.6 -12.0
0.8 -0.7 6.2
-0.6 -4.4 2.0
-3.1 3.5 -0.1
2.2 -13.3 -0.4
3.5 -0.4 0.9
0.4 9.2 -0.3
-3.1 -9.7 -0.3
-0.9 -0.4 2.4
2.1 1.3 -1.1
-0.7 3.9 -0.1
4.1 0.7 -0.6
-6.0 1.3 3.8
0.3 -0.6 -3.0
0.5 0.3 -0.4
3.4 -2.7 0.1
-1.8 -1.4 -0.5
-1.7 8.5 0.2
-1.6 3.1 5.6
-3.3 -1.4 -0.7
0.7 1.4 -1.2
0.3 -3.4 0.7
2.5 1.4 0.0
-0.8 2.4 -9.6
0.5 -1.5 -0.3
0.6 -0.6 4.6
0.5 0.4 0.8
-0.9 1.5 0.9

Results of the natural (NBO) charge analysis, in e, for atoms 1 through 2: C -0.292; H 0.213

[2]
ORCA calculation (wB97M-V/def2-TZVPD) on a cluster of 2 separate species, C11H18 in total in a non-equilibrium geometry.

Computed properties:
- energy above the lowest of the compared OMol25 structures with the same formula, charge and spin (kcal/mol) = 16.4
- energy (eV) = -11697.1623
- charge = -1
- molecular weight (g/mol) = 150.3
- 2S+1 = 2
- orbital gap (alpha / beta) (eV) = 2.8 / 6.8
- E_HOMO (alpha / beta) (eV) = 0.69 / -3.35

Geometry (Å):
C -0.772992 2.635429 -0.656821
C 0.215668 1.584943 -0.104712
C -0.600076 4.007725 0.042424
C -0.445760 2.810529 -2.146213
H -1.808504 2.314803 -0.581549
H 0.693528 0.956469 -0.846737
H -1.514762 4.279417 0.569903
H 0.184454 3.944596 0.802676
H -0.220987 4.795063 -0.614866
H -0.533827 1.862047 -2.681569
H -1.081299 3.566443 -2.606507
H 0.580951 3.146007 -2.316220
H -0.273784 0.876772 0.565861
H 0.964934 2.034857 0.548540
C -0.132459 -1.818293 -1.889517
C 1.383925 -2.186862 0.087023
C 0.119309 -1.834332 -0.394565
C 1.630452 -1.999288 1.493895
C -0.925328 -1.593223 0.500651
C 0.553317 -2.080260 2.380649
C -0.732477 -1.933195 1.887575
H 2.140256 -2.198817 -0.696041
H 2.672805 -1.996813 1.817097
H 0.743899 -2.212235 -2.403759
H -0.427340 -0.817047 -2.207659
H -1.821076 -1.083203 0.148002
H 0.700458 -2.334089 3.430184
H -1.555443 -1.818113 2.580547
H -0.960568 -2.492541 -2.134585

Cartesian forces, eV/Å:
1.6 0.4 -0.8
-0.7 -0.1 1.1
0.3 -0.5 0.6
-0.2 0.0 -0.2
-0.1 -0.2 0.1
0.1 0.1 -0.3
0.0 0.4 -0.2
-0.2 -0.1 0.1
-0.6 0.0 -0.2
-0.2 0.1 0.0
-0.2 0.0 -0.2
0.1 0.0 0.3
-0.1 -0.1 -0.1
0.3 0.2 -0.4
-0.2 -0.3 0.6
-1.1 1.4 -0.7
0.4 -0.9 0.1
1.3 -0.6 -0.2
-0.2 0.1 0.0
-0.5 -0.2 -0.4
0.2 0.6 0.2
0.4 -0.3 0.5
-0.3 -0.2 0.3
0.1 0.4 -0.2
0.2 0.1 -0.3
-0.2 -0.4 0.1
0.1 0.4 0.0
-0.2 -0.3 0.1
0.0 0.1 0.0

Results of the natural (NBO) charge analysis, in e, for atoms 1 through 2: C -0.234; C -0.632

[3]
ORCA calculation (wB97M-V/def2-TZVPD) on a cluster of 2 separate species, C11H18 in total in a non-equilibrium geometry.

Computed properties:
- energy above the lowest of the compared OMol25 structures with the same formula, charge and spin (kcal/mol) = 8.6
- energy (eV) = -11698.9086
- molecular weight (g/mol) = 150.3
- orbital gap (eV) = 9.9
- structure (SMILES) = Cc1ccccc1.CC(C)C
- E_HOMO (eV) = -9.00

Geometry (Å):
C -1.556864 1.394996 1.562370
C 0.858525 -1.328753 2.610031
C 0.380483 -0.059274 2.337936
C 0.136726 -2.480798 2.300256
C -0.882312 0.062010 1.759195
C -1.058892 -2.356276 1.597621
C -1.565865 -1.088377 1.380006
H 1.847032 -1.491068 3.023593
H 1.012390 0.802594 2.515001
H 0.506455 -3.452292 2.592471
H -1.529337 -3.230961 1.164955
H -2.223999 1.473187 0.704304
H -0.866771 2.236729 1.552753
H -2.558213 -0.926892 0.973270
H -2.216298 1.509988 2.431258
C 0.628113 0.788602 -1.653139
C 2.044223 0.217993 -1.720165
C 0.474917 1.945918 -2.657437
C -0.402549 -0.314849 -1.930974
H 0.418152 1.191227 -0.675054
H 2.395947 0.222827 -2.751965
H 2.047283 -0.833216 -1.458178
H 0.896068 1.687616 -3.628393
H -0.580395 2.193317 -2.787696
H 0.913480 2.853625 -2.284073
H -0.335729 -0.945156 -1.038467
H -1.400902 0.116866 -1.973021
H -0.186795 -0.936064 -2.799572
H 2.805128 0.746480 -1.146888

Cartesian forces, eV/Å:
-0.3 0.0 0.7
0.3 -0.7 0.2
-0.2 -0.2 -0.4
-0.2 0.5 -0.3
0.1 0.2 -0.3
0.4 -0.1 0.1
-0.4 0.3 0.2
0.0 0.3 0.2
-0.2 0.1 0.1
0.2 -0.1 -0.2
-0.3 0.0 0.3
0.3 -0.3 -0.2
0.1 0.0 0.0
0.1 -0.3 -0.3
0.1 0.3 0.0
0.1 0.2 -1.4
0.1 -0.1 -0.3
-0.6 -0.3 0.3
0.5 0.1 1.1
0.0 0.0 0.5
0.0 0.1 -0.2
0.1 -0.2 0.5
0.0 0.1 0.0
-0.1 -0.1 -0.1
0.6 0.4 0.0
-0.4 -0.3 -0.3
-0.1 -0.2 -0.2
0.0 0.2 -0.2
-0.2 0.1 0.2

Results of the natural (NBO) charge analysis, in e, for atoms 1 through 2: C -0.639; C -0.201

[4]
ORCA calculation (wB97M-V/def2-TZVPD) on a cluster of 2 separate species, C11H18 in total in a non-equilibrium geometry.

Computed properties:
- energy above the lowest of the compared OMol25 structures with the same formula, charge and spin (kcal/mol) = 53.3
- energy (eV) = -11696.9705
- molecular weight (g/mol) = 150.3
- orbital gap (eV) = 9.9
- structure (SMILES) = CCc1ccccc1.CCC
- E_HOMO (eV) = -8.96

Geometry (Å):
C 1.829824 1.586489 0.130458
C 2.329515 0.292272 0.755516
C 1.998732 1.827893 -1.376119
H 0.802419 1.437084 0.258858
H 2.164138 2.480230 0.712976
H 3.126314 -0.188330 0.225611
H 1.613984 -0.583746 0.948203
H 2.086772 0.955718 -1.939376
H 1.157494 2.300247 -1.881442
H 2.628056 0.452653 1.847725
H 2.847917 2.490143 -1.682430
C -0.196315 -2.147730 -0.251209
C -1.221394 -3.183899 0.021678
C -0.822685 -0.726244 0.030760
C -0.752033 -0.138744 1.329137
C -1.545259 -0.155430 -1.078351
C -1.479097 1.062250 1.384944
C -2.169017 1.060333 -0.915676
C -2.064648 1.692881 0.329882
H 0.747610 -2.238977 0.535213
H 0.133108 -2.159856 -1.227953
H -0.931505 -4.069386 -0.597599
H -0.308965 -0.722746 2.206092
H -1.611838 -0.709615 -1.961019
H -1.615688 1.573300 2.365490
H -2.945073 1.361213 -1.684601
H -2.439511 2.733643 0.479432
H -2.274862 -2.785756 -0.082685
H -1.087993 -3.495886 1.116484

Cartesian forces, eV/Å:
0.3 0.3 -0.2
0.3 -1.4 2.4
0.8 1.8 -0.1
-1.8 0.8 0.3
-0.3 -0.8 -0.4
0.9 0.0 -0.2
0.5 1.7 -1.0
0.5 -1.9 -0.7
-0.5 0.3 0.6
0.2 0.1 -1.5
-0.3 -0.7 0.6
1.2 2.9 4.5
-0.3 -1.7 1.6
0.8 -1.1 -0.4
-1.4 -1.1 -1.8
1.1 0.3 3.2
0.9 0.3 2.9
-1.4 0.0 -0.6
-0.8 1.2 -1.1
-2.2 -0.1 -2.3
1.0 -0.1 -2.1
-1.0 0.4 0.5
-0.7 1.2 -1.4
-0.1 -0.7 -1.3
0.5 -0.4 -0.7
1.4 0.2 0.8
0.0 -1.2 -0.1
1.2 -0.8 -0.3
-0.6 0.2 -1.5

Results of the natural (NBO) charge analysis, in e, for atoms 1 through 2: C -0.431; C -0.610

[5]
ORCA calculation (wB97M-V/def2-TZVPD) on a structure of composition C11H18BF2MoN4O3S2.

Computed properties:
- energy above the lowest of the compared OMol25 structures with the same formula, charge and spin (kcal/mol) = 4.0
- energy (eV) = -53442.5236
- molecular weight (g/mol) = 463.2
- 2S+1 = 2
- orbital gap (alpha / beta) (eV) = 6.9 / 6.6
- E_HOMO (alpha / beta) (eV) = -6.84 / -6.53

Geometry (Å):
Mo -0.298977 0.157398 -1.124659
O -2.026920 0.948794 -0.360907
N -2.544626 0.511076 0.810105
C -3.804648 0.931452 1.058120
C -4.428787 0.595326 2.223911
C -3.721854 -0.193592 3.145029
C -2.449171 -0.605973 2.864390
C -1.815346 -0.255669 1.650613
S -0.214473 -0.672302 1.217764
H -4.230444 1.525232 0.264570
H -5.435851 0.935680 2.405287
H -4.184342 -0.475788 4.080968
H -1.888101 -1.213329 3.559487
N 0.455444 2.357675 -0.388295
C 0.262468 3.343557 -1.475033
C 0.914892 2.857798 -2.753277
C 0.351590 1.544215 -3.284461
O 0.977835 0.892805 -4.094236
O -0.857196 1.237271 -2.829058
H -0.071023 2.647042 0.429887
H 1.433374 2.301597 -0.119481
H 0.639820 4.333634 -1.199568
H -0.814637 3.418382 -1.630192
H 1.995109 2.731931 -2.635418
H 0.775101 3.608387 -3.536499
C 1.718603 -3.839280 0.464347
N 1.754558 -2.721281 -0.452691
C 2.333804 -1.556910 -0.204431
S 2.097719 -0.229661 -1.321080
N 3.081478 -1.434795 0.892346
C 3.639563 -0.193774 1.397950
H 1.101546 -4.616343 0.023243
H 1.270463 -3.552894 1.420230
H 2.716967 -4.252622 0.627284
H 1.107466 -2.729726 -1.231354
H 3.068533 -2.210279 1.536724
H 3.733498 0.515080 0.581774
H 4.626691 -0.391430 1.812047
H 2.992328 0.229194 2.167786
F -2.497685 -1.816437 -2.127100
B -1.192968 -1.725187 -1.841271
F -0.571802 -2.936256 -2.024851

Cartesian forces, eV/Å:
-0.1 0.4 0.2
0.3 0.2 0.4
-0.1 0.0 -0.7
0.0 -0.1 0.2
0.2 0.0 0.0
-0.2 0.1 0.0
0.2 0.0 -0.2
-0.3 0.1 0.2
-0.1 0.0 0.0
0.0 0.0 0.0
0.0 0.0 0.0
0.0 0.0 0.0
0.0 0.0 0.0
0.0 0.1 -0.2
-0.1 -0.1 0.1
0.1 0.2 0.0
-0.7 0.1 0.0
0.1 0.0 -0.2
0.8 -0.2 0.0
0.0 -0.1 0.0
0.0 0.0 0.0
0.0 0.0 0.0
0.0 0.0 0.0
0.0 0.0 0.0
0.0 0.0 0.0
0.0 0.0 0.0
0.2 0.1 0.0
0.0 0.0 -0.2
-0.2 -0.1 0.2
-0.1 -0.1 0.0
0.1 0.0 0.0
0.0 0.0 0.0
0.0 0.0 0.0
0.0 0.0 0.0
0.0 0.0 -0.1
0.0 0.0 0.0
0.0 0.0 0.0
0.0 0.0 0.0
0.0 0.0 0.0
-0.1 -0.1 0.0
0.0 -0.2 0.1
-0.1 -0.1 0.0

Results of the natural (NBO) charge analysis, in e, for atoms 1 through 2: Mo 0.564; O -0.534

[6]
ORCA calculation (wB97M-V/def2-TZVPD) on a structure of composition C11H18BrN in a non-equilibrium geometry.

Computed properties:
- energy above the lowest of the compared OMol25 structures with the same formula, charge and spin (kcal/mol) = 0.0
- energy (eV) = -83229.7557
- molecular weight (g/mol) = 244.2
- orbital gap (eV) = 10.3
- E_HOMO (eV) = -9.96

Geometry (Å):
C -1.914192 1.662456 0.290143
C -0.183642 -2.363427 0.401782
C -1.384912 -1.937206 1.323346
C -0.245072 -1.514744 -0.914065
C -1.485449 -0.441085 1.526280
C -0.286311 0.018813 -0.771204
C -1.518882 0.268651 0.199747
C 0.773666 2.210426 0.121163
C 1.706474 1.170347 -1.835839
C 2.063183 0.064705 0.379888
C 1.016273 0.853259 -0.455979
N -2.527251 2.626586 0.492441
Br -3.312689 -0.319177 -0.635380
H 0.672831 -2.107443 0.990616
H -0.387296 -3.441911 0.160777
H -2.350143 -2.347031 0.989803
H -1.095424 -2.261519 2.279254
H 0.504935 -1.858821 -1.618071
H -1.133159 -1.812771 -1.555966
H -2.277517 -0.132827 2.092132
H -0.593293 -0.063367 2.062972
H -0.724217 0.375038 -1.740495
H 1.639211 2.784642 0.457688
H 0.268453 2.104883 1.036165
H 0.236483 2.848237 -0.672298
H 2.708963 1.383751 -1.589827
H 1.778542 0.381760 -2.511742
H 1.305172 2.086272 -2.303719
H 3.039953 0.602191 0.483954
H 1.880678 -0.882244 -0.143974
H 1.824643 0.041541 1.460396

Cartesian forces, eV/Å:
-1.4 1.3 1.0
-2.9 0.9 -0.9
0.5 0.1 -0.8
-0.2 -1.2 -0.8
2.8 0.0 -1.5
-2.1 0.1 0.0
-0.1 0.4 -1.2
-0.6 1.5 -1.3
-0.8 1.0 1.4
-1.2 0.8 0.4
1.3 0.2 -1.2
1.1 -0.6 -0.3
0.6 -0.3 -0.3
0.9 -0.6 0.0
1.0 0.9 0.3
0.5 0.0 0.2
-0.2 -1.2 1.4
0.9 0.3 0.1
0.5 0.4 1.3
-2.3 0.5 1.5
-0.1 -0.2 -0.2
0.8 0.0 0.6
0.6 -0.4 -0.6
-1.3 0.2 1.1
0.4 -0.7 1.7
1.4 0.5 0.2
-0.4 -1.5 -1.2
-0.1 -0.6 0.0
-0.5 -0.9 -1.2
1.9 -0.3 0.8
-0.6 -0.6 -0.5

Results of the natural (NBO) charge analysis, in e, for atoms 1 through 2: C 0.231; C -0.405